No. 1
{"formula": "C5H12FN2OV", "method": "ωB97M-V/def2-TZVPD", "species": ["N", "C", "C", "O", "C", "N", "C", "C", "F", "H", "H", "H", "H", "H", "H", "H", "H", "H", "H", "H", "H", "V"], "xyz": [[1.073, -0.032, 2.191], [0.106, 0.729, 1.425], [-1.033, -0.181, 0.961], [-1.517, -0.969, 1.982], [-0.575, -1.313, -0.053], [-0.565, -0.970, -1.387], [0.414, -0.137, -1.867], [0.073, 1.387, -2.130], [-1.145, 1.425, -2.721], [1.195, 0.349, 3.114], [1.984, 0.056, 1.773], [-0.384, 1.484, 2.020], [0.603, 1.245, 0.616], [-1.855, 0.371, 0.517], [-2.108, -0.465, 2.541], [0.437, -1.646, 0.330], [-1.263, -2.127, 0.085], [1.305, -0.220, -1.208], [0.659, -0.500, -2.873], [0.844, 1.774, -2.778], [0.064, 1.925, -1.195], [1.689, -2.185, -1.343]], "atomic_forces_ev_per_a": [[0.262, 0.202, -0.548], [0.319, -0.573, 0.143], [-0.236, 0.063, 0.642], [0.330, -0.213, 0.165], [-0.195, -0.537, -0.827], [0.332, -1.378, 0.098], [0.793, -0.081, -0.780], [-0.368, -0.125, 0.100], [0.371, -0.039, 0.088], [-0.217, -0.266, 0.507], [0.335, 0.061, -0.030], [-0.135, 0.356, 0.329], [-0.114, 0.179, -0.410], [-0.021, 0.310, -0.552], [-0.521, 0.135, 0.325], [0.565, 0.288, 0.558], [-0.296, -0.331, 0.189], [0.731, 0.939, 0.423], [-0.075, 0.127, -0.525], [0.203, 0.140, -0.304], [-0.172, 0.169, 0.275], [-1.893, 0.575, 0.132]], "homo_ev": -17.059, "charge": 2, "total_energy_ev": -38785.7924}

=====

No. 2
{"formula": "C5H12FNO4P", "method": "ωB97M-V/def2-TZVPD", "species": ["C", "C", "C", "C", "C", "N", "O", "O", "O", "O", "F", "P", "H", "H", "H", "H", "H", "H", "H", "H", "H", "H", "H", "H"], "xyz": [[2.183, -0.897, -0.242], [0.403, 0.523, -1.204], [0.287, -0.176, 1.187], [0.044, -1.694, -0.613], [-0.051, -2.715, 0.225], [0.762, -0.474, -0.135], [-3.122, 1.308, 1.360], [-4.446, -0.276, -0.088], [-2.425, 0.429, -1.263], [0.607, -2.939, 1.253], [-0.842, -3.767, -0.209], [-2.986, -0.130, 0.240], [2.389, -1.665, 0.452], [2.410, -1.389, -1.150], [2.727, -0.022, 0.019], [0.742, 1.448, -0.936], [0.946, 0.241, -2.077], [-0.723, 0.564, -1.419], [-0.792, 0.080, 1.365], [0.358, -1.083, 1.757], [0.868, 0.584, 1.611], [-0.598, -1.528, -1.460], [-3.209, 0.074, -1.711], [-4.052, 1.566, 1.519]], "atomic_forces_ev_per_a": [[-0.311, 1.237, 1.363], [-1.417, -1.284, -0.146], [-1.370, 0.341, 1.882], [-1.143, 1.127, -1.628], [1.386, -2.557, 1.434], [-1.558, -2.221, -3.200], [0.525, -0.427, -0.656], [-0.651, -0.734, -0.434], [-0.566, 0.216, -0.157], [-0.510, -0.166, 0.028], [-0.264, 0.249, -0.187], [-0.972, 1.057, 2.405], [-0.192, -0.646, 1.307], [-0.121, 0.385, -1.419], [1.211, 0.676, -0.161], [0.936, 2.593, 1.016], [0.262, -0.427, -0.727], [1.790, -0.296, 0.611], [0.942, 0.023, -1.388], [0.579, -0.257, 0.399], [1.067, 1.249, 0.700], [-0.075, -0.114, 0.194], [-0.103, 0.462, -0.636], [0.554, -0.486, -0.599]], "relative_energy_kcal_mol": 34.4, "homo_ev": -3.819, "charge": -1, "total_energy_ev": -27066.5063}

=====

No. 3
{"formula": "C5H12I2N", "method": "ωB97M-V/def2-TZVPD", "species": ["C", "C", "C", "C", "C", "N", "I", "I", "H", "H", "H", "H", "H", "H", "H", "H", "H", "H", "H", "H"], "xyz": [[-2.110, -0.067, -0.576], [-0.884, -0.042, 1.723], [-0.774, 0.360, 0.280], [0.233, -0.438, -0.302], [2.597, 0.268, 0.782], [0.601, -0.111, -1.727], [3.626, -1.352, 0.007], [2.811, 2.252, 0.141], [-2.597, 0.795, -1.005], [-1.695, -0.855, -1.214], [-2.925, -0.666, -0.113], [0.088, 0.322, 2.307], [-1.118, -1.083, 1.859], [-1.689, 0.584, 2.186], [-0.819, 1.435, 0.166], [0.411, -1.485, -0.172], [2.157, 0.090, 1.800], [1.625, 0.162, -1.781], [0.059, 0.707, -1.956], [0.403, -0.875, -2.406]], "atomic_forces_ev_per_a": [[0.373, -1.288, 0.986], [0.845, 2.748, 2.301], [-3.798, -0.814, 0.343], [3.536, 0.190, -1.660], [-1.535, -0.320, 0.519], [1.022, -0.094, 0.304], [0.100, 0.437, 0.014], [0.002, -0.904, 0.208], [0.182, 0.048, -0.720], [-0.730, 0.597, -1.036], [0.724, 0.678, 0.714], [-1.964, -1.194, -1.139], [0.182, -0.370, 0.152], [0.495, -0.783, -0.262], [1.137, 0.327, -0.078], [-0.255, -0.321, 0.717], [0.738, 0.421, -1.194], [-1.057, -0.434, -0.032], [-0.187, 0.422, -0.635], [0.190, 0.652, 0.498]], "relative_energy_kcal_mol": 97.8, "homo_ev": [-12.555, -11.800], "charge": 1, "total_energy_ev": -23060.0849}

=====

No. 4
{"formula": "C5H12I2N", "method": "ωB97M-V/def2-TZVPD", "species": ["C", "C", "C", "C", "C", "N", "I", "I", "H", "H", "H", "H", "H", "H", "H", "H", "H", "H", "H", "H"], "xyz": [[0.865, 2.202, 1.247], [0.427, -0.054, 2.445], [0.423, 0.706, 1.072], [-0.945, 0.493, 0.399], [0.192, -1.657, -2.398], [-1.270, -0.294, -0.508], [-0.946, -3.160, -3.581], [1.423, -0.329, -3.512], [0.593, 2.665, 0.326], [0.178, 2.676, 1.937], [1.809, 2.272, 1.731], [0.733, 0.558, 3.286], [0.928, -0.992, 2.508], [-0.601, -0.343, 2.579], [1.213, 0.420, 0.441], [-1.750, 1.205, 0.722], [0.857, -2.287, -1.837], [-1.493, -2.241, -4.724], [-0.479, -1.243, -1.589], [-2.156, -0.598, -0.545]], "atomic_forces_ev_per_a": [[-3.262, -1.263, 0.792], [-1.060, 0.556, -0.882], [0.334, 0.849, 0.680], [-0.180, 2.902, 1.491], [0.602, -0.014, -0.149], [4.681, -1.389, 0.184], [0.647, -0.536, 1.006], [-0.667, -0.377, 0.286], [1.086, 0.827, -0.864], [-0.286, 0.176, 0.469], [1.080, 0.168, -0.501], [0.030, 0.236, -0.077], [0.841, -0.541, -0.461], [-0.615, -0.004, 0.699], [0.792, -1.493, -1.065], [0.499, -0.649, 0.721], [0.461, -0.767, -0.177], [-0.313, 0.814, -0.702], [-0.154, 0.545, -0.864], [-4.517, -0.040, -0.586]], "relative_energy_kcal_mol": 96.4, "homo_ev": -12.853, "charge": 1, "total_energy_ev": -23060.1473}

=====

No. 5
{"formula": "C5H12INO2S", "method": "ωB97M-V/def2-TZVPD", "species": ["C", "C", "C", "C", "C", "N", "O", "O", "S", "I", "H", "H", "H", "H", "H", "H", "H", "H", "H", "H", "H", "H"], "xyz": [[4.452, 1.169, -0.198], [1.693, 0.979, 1.177], [-3.904, -1.782, -1.189], [3.588, -0.030, -0.157], [2.355, -0.052, 0.443], [-3.003, -0.713, -0.969], [-4.352, 0.161, 1.047], [-1.920, 0.979, 0.470], [-2.702, -0.210, 0.709], [1.217, -1.932, 0.280], [5.234, 1.133, 0.480], [3.803, 1.886, 0.290], [4.810, 1.349, -1.285], [1.299, 0.648, 2.158], [0.655, 1.250, 0.681], [2.257, 2.058, 1.324], [-3.619, -2.822, -1.049], [-4.774, -1.518, -0.732], [-3.940, -1.725, -2.364], [-4.896, 0.892, 0.724], [3.878, -0.955, -0.456], [-2.130, -0.764, -1.387]], "atomic_forces_ev_per_a": [[-1.705, 0.022, -2.390], [-1.899, 4.166, 0.317], [1.906, -0.808, -4.820], [-1.222, 1.834, 1.566], [1.450, 1.111, 0.193], [-0.491, 1.392, 3.669], [1.348, -1.195, 0.652], [0.343, 0.270, 0.364], [-2.531, 0.443, -1.893], [-1.187, -2.141, -0.458], [2.147, -0.617, 1.009], [0.209, 1.121, -0.919], [-0.530, 0.224, 1.940], [0.606, 0.001, -0.269], [1.952, -0.436, 0.587], [-1.289, -2.589, -0.222], [0.383, -0.040, 0.824], [-2.736, 0.245, 0.913], [-0.949, -0.328, 1.970], [0.844, 0.245, -0.652], [1.349, -2.678, -1.373], [2.003, -0.243, -1.009]], "relative_energy_kcal_mol": 39.0, "homo_ev": [-5.076, -9.134], "charge": 0, "multiplicity": 3, "total_energy_ev": -29893.5133}

=====

No. 6
{"formula": "C5H12IP", "method": "ωB97M-V/def2-TZVPD", "species": ["C", "P", "I", "C", "C", "C", "C", "H", "H", "H", "H", "H", "H", "H", "H", "H", "H", "H", "H"], "xyz": [[-0.716, -2.421, 0.068], [0.455, -1.141, -0.956], [-0.909, -1.020, -3.024], [0.271, 0.481, -0.074], [1.393, 0.414, 1.048], [0.651, 1.718, -0.885], [-1.139, 0.625, 0.519], [-0.551, -3.215, -0.543], [-1.802, -2.093, 0.072], [-0.445, -2.441, 1.169], [1.093, -0.363, 1.818], [2.353, 0.157, 0.562], [1.720, 1.291, 1.536], [0.576, 2.587, -0.230], [-0.187, 1.892, -1.648], [1.566, 1.678, -1.329], [-1.743, 0.395, -0.369], [-1.267, -0.199, 1.267], [-1.318, 1.655, 0.999]], "atomic_forces_ev_per_a": [[-0.735, 4.870, 1.661], [-0.422, -1.203, 0.747], [0.000, 0.170, 0.421], [0.984, 1.155, 1.829], [-0.387, -2.693, -0.639], [-4.705, 0.217, -0.143], [0.591, 0.069, 0.383], [0.295, -2.903, -1.007], [1.305, -0.427, -0.402], [0.253, -0.474, -1.526], [0.693, 0.796, -0.755], [-0.395, -0.636, 0.155], [-0.744, 1.526, 0.618], [0.248, -0.017, 0.119], [1.362, -0.185, 0.593], [2.535, -0.185, -1.339], [-0.773, 0.549, 0.617], [-0.214, 0.955, -0.475], [0.108, -1.584, -0.855]], "smiles": "CP(I)C(C)(C)C", "relative_energy_kcal_mol": 0.0, "homo_ev": -8.589, "charge": 0, "total_energy_ev": -22768.6309}